Record 1
Below is an isolated molecule of C4H5NO, with properties calculated with ωB97M-V with the def2-TZVPD basis set.

Last column: Löwdin charge in e.
Cartesian coordinates (Å):
N -1.99674 -0.72508 -0.12977  0.113
C -1.54483 0.42898 0.12047  -0.312
O -0.23407 0.71084 0.17069  -0.095
C 0.66231 -0.37674 -0.07897  -0.218
C 2.27891 1.48032 0.18553  0.205
C 2.04903 0.20591 0.00883  -0.239
H -3.01434 -0.71312 -0.11707  0.053
H -2.11868 1.33701 0.32721  0.136
H 0.45783 -0.79470 -1.07042  0.125
H 0.49227 -1.16601 0.66107  0.126
H 2.96832 -0.38742 -0.07759  0.107

Total energy = -7762.1000 eV
Spin multiplicity = 1
Energy relative to the best compared isomer or geometry (same formula, charge and spin) = 427.1 kJ/mol
Total charge = 0
LUMO energy = -0.3 eV
HOMO energy = -10.397 eV

Record 2
Below is a cluster of 2 separate species, C10H19N2OS in total, with properties calculated with ωB97M-V with the def2-TZVPD basis set.

Last column: Löwdin charge in e.
Cartesian coordinates (Å):
C 1.25587 2.78592 0.36314  -0.098
C 0.02703 3.33749 0.51909  -0.055
C -0.21611 1.14596 0.51298  -0.366
C 2.75599 -2.07194 0.36729  -0.086
C -3.19360 0.07608 0.07522  -0.007
C -1.38596 -0.70517 -1.52860  -0.068
C -2.09046 -2.27770 0.37348  -0.024
C 3.87999 0.12377 -1.02009  -0.097
C -0.68864 -0.24491 0.87561  -0.051
C -1.84662 -0.80077 -0.10664  -0.504
N 0.99744 1.45902 0.20797  0.052
N -0.88942 2.28947 0.59893  0.125
O 3.69135 -0.10710 1.62456  -0.328
S 2.96395 -0.44710 0.47724  0.896
H 2.18804 3.21132 0.17714  0.093
H -0.34748 4.37493 0.47843  0.133
H 2.54295 -2.65540 1.27298  0.079
H 2.11088 -2.35456 -0.49581  0.071
H -3.21322 0.72750 0.90629  0.057
H -3.25480 0.55099 -0.87987  0.065
H -4.04707 -0.58095 0.01974  0.078
H -0.55829 -1.38978 -1.83709  0.101
H -2.21486 -0.95805 -2.19666  0.101
H -1.13206 0.29238 -1.62212  0.048
H -1.88469 -2.92770 -0.45798  0.072
H -1.37942 -2.64589 1.09248  0.072
H -3.10608 -2.37102 0.57327  0.052
H 3.53827 1.09878 -1.04415  0.014
H 4.96906 -0.06087 -0.98346  0.105
H 3.56346 -0.36928 -1.93101  0.078
H -1.24449 -0.08234 1.82279  0.136
H 0.10652 -0.94006 1.09296  0.081
H -1.89754 2.51696 0.67190  0.176

Total energy = -26529.9302 eV
Spin multiplicity = 1
Energy relative to the best compared isomer or geometry (same formula, charge and spin) = 498.4 kJ/mol
Total charge = +1
LUMO energy (alpha / beta) = -6.2 / -6.2 eV
HOMO energy (alpha / beta) = -12.267 / -12.268 eV

Record 3
Below is a structure of composition C49H63Ge2N12O2Se2Ti, with properties calculated with ωB97M-V with the def2-TZVPD basis set.

Last column: Löwdin spin population.
Cartesian coordinates (Å):
Ti 0.40309 -0.96780 0.21936  0.849
Se 1.53482 -6.41426 -4.76421  0.000
N 0.61166 -4.88285 -4.81133  -0.004
C 0.94427 -4.16061 -3.75012  0.000
C 0.42020 -2.86360 -3.46215  0.001
C -0.27561 -2.06663 -4.37042  0.025
C -0.65543 -0.79264 -3.98316  -0.003
C -0.46696 -0.37531 -2.66209  0.029
N 0.15404 -1.12523 -1.76365  -0.001
C 0.69768 -2.31227 -2.17609  0.019
C 1.65549 -2.88556 -1.32586  0.006
N 1.95753 -2.20061 -0.17226  0.010
C 3.04360 -2.57887 0.49551  0.005
C 3.81078 -3.68323 0.15824  0.005
C 3.44060 -4.47078 -0.93320  0.003
C 2.36092 -4.07016 -1.70226  0.004
C 1.91208 -4.75914 -2.87782  0.000
N 2.35402 -5.94993 -3.24570  0.002
H -0.46350 -2.43671 -5.36594  0.001
H -1.09688 -0.11841 -4.69613  -0.001
H -0.83945 0.58302 -2.31559  0.001
H 3.32504 -1.96567 1.34368  0.000
H 4.67821 -3.93089 0.74802  0.000
H 3.99249 -5.35869 -1.20156  0.000
C 0.54671 -4.46879 1.50817  0.002
N -0.11260 -4.08575 0.26275  0.004
C -0.50411 -5.24369 -0.53561  0.001
C -1.90846 -5.59024 -0.03305  0.001
N -2.39293 -4.29953 0.42959  0.013
C -3.54065 -4.32309 1.31502  0.002
C -1.33728 -3.40937 0.48201  0.024
N -1.37913 -2.12003 0.56223  -0.002
C -2.71747 -1.54451 0.66605  -0.002
C -2.77138 -0.01951 0.57376  0.001
N -2.66882 0.43728 -0.78361  0.002
C -3.54794 1.15689 -1.33563  0.000
N -4.79429 1.58310 -0.84353  0.000
C -5.79168 0.61843 -0.45026  0.000
C -5.28443 2.65591 -1.68958  0.000
C -4.03147 3.03665 -2.49094  0.000
N -3.25660 1.80886 -2.55742  0.000
C -3.50207 1.01947 -3.75069  0.000
H 1.45186 -5.02088 1.26206  0.000
H -0.08848 -5.08835 2.15243  0.000
H 0.81425 -3.57096 2.06255  0.000
H 0.20956 -6.05797 -0.43068  0.000
H -0.54300 -4.93482 -1.58356  0.000
H -1.88276 -6.32015 0.78685  0.000
H -2.55419 -5.97360 -0.82571  0.000
H -3.86757 -5.35596 1.41126  0.000
H -4.37863 -3.74972 0.91952  0.000
H -3.28401 -3.95746 2.30913  0.000
H -3.15747 -1.81512 1.63234  -0.001
H -3.33327 -1.96943 -0.14018  -0.001
H -1.90389 0.39410 1.10642  0.000
H -3.67930 0.33228 1.08733  0.000
H -6.45936 1.06750 0.28597  0.000
H -5.32656 -0.26353 -0.02162  0.000
H -6.39487 0.30187 -1.31450  0.000
H -5.66528 3.48325 -1.08754  0.000
H -6.09362 2.30076 -2.34525  0.000
H -3.44322 3.77169 -1.93538  0.000
H -4.25546 3.42705 -3.48295  0.000
H -3.12481 0.01235 -3.59460  0.000
H -2.97065 1.48300 -4.58128  0.000
H -4.56848 0.96583 -4.01126  0.000
N 2.38827 0.50510 -0.54238  0.001
N 2.20767 1.30787 0.60705  0.008
C 0.87729 1.51102 0.98650  0.000
O 0.62788 2.29051 1.88284  -0.002
O 0.03750 0.75850 0.38196  -0.012
H 3.35892 0.19256 -0.56880  0.000
H 2.16830 1.03032 -1.40497  0.000
H 2.78566 2.14530 0.69247  0.001
C 2.58281 8.73972 -3.86244  0.000
C 2.04427 7.46803 -3.28024  0.000
C 0.76826 7.01863 -3.57561  0.000
C 0.28097 5.81179 -3.09484  0.000
C -1.13234 5.43591 -3.42445  0.000
C 1.11063 5.00901 -2.30136  0.000
Se 0.55344 3.26875 -1.73641  0.001
C 2.37553 5.48811 -1.91969  0.000
C 3.22892 4.70658 -0.96850  0.000
C 2.81999 6.69851 -2.41746  0.000
H 1.88046 9.17427 -4.56921  0.000
H 3.51886 8.54259 -4.38260  0.000
H 2.78848 9.47013 -3.07937  0.000
H 0.12038 7.61918 -4.19966  0.000
H -1.81490 6.11779 -2.91642  0.000
H -1.35382 4.42241 -3.10215  0.000
H -1.31248 5.51284 -4.49564  0.000
H 3.58202 3.78670 -1.43719  0.000
H 2.64195 4.43746 -0.08930  0.000
H 4.09031 5.28872 -0.65337  0.000
H 3.79668 7.06004 -2.12599  0.000
C 0.76511 2.61862 4.88827  0.000
Ge -0.06399 0.86153 4.41029  0.001
C -1.96161 1.23395 3.89997  0.000
C -0.16040 -0.04644 6.20471  0.000
Ge 0.92947 -0.84686 2.79788  0.007
C 2.85706 -0.65274 3.37403  0.000
C 3.73409 -1.72090 3.57628  0.000
C 5.06298 -1.51328 3.90732  0.000
C 5.55468 -0.22595 4.04305  -0.001
C 4.70841 0.84825 3.82199  0.000
C 3.38426 0.63207 3.48795  -0.001
C 0.35144 -2.35864 4.02870  0.001
C -0.97868 -2.75795 3.90563  0.000
C -1.52423 -3.76586 4.67681  0.000
C -0.73294 -4.42356 5.60447  0.000
C 0.58080 -4.02523 5.77302  0.000
C 1.10764 -2.99911 5.00652  0.000
H 0.08017 3.12410 5.56290  0.000
H 0.90687 3.22918 4.00740  0.000
H 1.71217 2.47545 5.39751  0.000
H -2.45397 1.77925 4.69888  0.000
H -2.51451 0.31586 3.72316  0.000
H -1.98628 1.84356 3.00391  0.000
H -0.52061 0.65727 6.94779  0.000
H 0.82466 -0.38563 6.50730  0.000
H -0.82096 -0.90560 6.19064  0.000
H 3.37667 -2.73811 3.46882  0.000
H 5.71953 -2.36055 4.04765  0.000
H 6.58898 -0.06344 4.31260  0.000
H 5.08770 1.85794 3.90272  0.000
H 2.73100 1.47511 3.31020  0.000
H -1.59604 -2.23603 3.18236  0.000
H -2.56568 -4.04548 4.56566  0.000
H -1.14544 -5.22538 6.20096  0.000
H 1.20111 -4.51757 6.50901  0.000
H 2.12164 -2.67861 5.18997  0.000

Total energy = -340651.1228 eV
Spin multiplicity = 2
Energy relative to the best compared isomer or geometry (same formula, charge and spin) = 275.1 kJ/mol
Total charge = 0
LUMO energy (alpha / beta) = -1.9 / -2.0 eV
HOMO energy (alpha / beta) = -5.208 / -5.205 eV
⟨S²⟩ = 0.7576

Record 4
Below is a structure of composition C3HNiO2, with properties calculated with ωB97M-V with the def2-TZVPD basis set.

Last column: Löwdin spin population.
Cartesian coordinates (Å):
C -0.56298 0.31791 -1.13463  0.201
O -1.12205 0.97646 -0.29968  0.306
O 0.47386 -0.55960 -0.67254  0.094
C 0.73724 -0.61250 0.61158  0.008
C 0.69552 -0.29586 1.78491  0.038
H 0.73639 0.15018 2.76211  0.002
Ni -0.95798 0.02341 -3.05174  1.350

Total energy = -48250.8625 eV
Spin multiplicity = 3
Energy relative to the best compared isomer or geometry (same formula, charge and spin) = 82.2 kJ/mol
Total charge = +1
LUMO energy (alpha / beta) = -6.7 / -9.1 eV
HOMO energy (alpha / beta) = -13.993 / -13.926 eV
⟨S²⟩ = 2.0092